Density functional theory data (ωB97M-V with the def2-TZVPD basis set) for 2 unconnected molecules or ions with the total composition C3H10NO2 in a non-equilibrium geometry.

Computed properties:
Energy above the lowest of the compared OMol25 structures with the same formula, charge and spin, kcal/mol: 16.6
Net charge: +1
Largest force on an atom, eV/Å: 1.41
HOMO, hartree: -0.56398
Orbital gap, eV: 12.3

Structure (XYZ):
```
16
Properties=species:S:1:pos:R:3:nbo_charge:R:1
O 1.509 0.071 1.008 -0.63
C 1.866 -0.372 2.063 0.69
O 3.137 -0.767 2.263 -0.67
H 1.271 -0.459 2.986 0.13
H 3.149 -1.661 2.644 0.51
C -1.538 -0.714 -0.449 -0.42
N -0.699 0.525 -0.530 -0.51
C -0.675 1.132 -1.906 -0.42
H -2.594 -0.473 -0.401 0.24
H -1.327 -1.327 -1.313 0.23
H -1.228 -1.296 0.420 0.23
H 0.249 0.302 -0.185 0.48
H -1.157 1.227 0.053 0.43
H 0.077 0.627 -2.496 0.24
H -0.400 2.172 -1.774 0.24
H -1.641 1.012 -2.382 0.23
```

=====

Density functional theory data (ωB97M-V with the def2-TZVPD basis set) for a molecular structure, C43H47N3O3PdS.

Computed properties:
Largest force on an atom, eV/Å: 0.83
HOMO, hartree: -0.30609
Orbital gap, eV: 8.2

Structure (XYZ):
```
98
Properties=species:S:1:pos:R:3:mulliken_charge:R:1
Pd -0.143 -0.710 1.115 0.23
C 1.687 1.941 4.280 -1.63
C 1.658 2.697 2.944 0.25
C 2.481 1.952 1.891 -0.49
C 0.257 3.054 2.464 1.06
C -0.038 4.401 2.271 -1.23
C -1.298 4.819 1.874 -1.77
C -2.289 3.879 1.651 -0.38
C -2.044 2.522 1.841 1.39
C -3.177 1.526 1.663 0.95
C -4.183 1.663 2.812 -1.69
C -3.883 1.657 0.313 -1.36
C -0.765 2.119 2.253 -0.50
N -0.519 0.740 2.504 1.98
C -0.906 0.273 3.706 -0.24
O -1.367 0.892 4.655 -0.74
C -0.685 -1.216 3.808 -0.16
C -0.828 -1.967 4.957 -0.75
C -0.602 -3.336 4.887 -0.41
C -0.256 -3.922 3.676 -0.69
C -0.139 -3.112 2.565 -0.04
N -0.344 -1.801 2.661 -0.19
C 0.183 -3.583 1.174 -0.07
O 0.425 -4.766 0.969 -0.76
N 0.156 -2.570 0.289 1.66
C 0.400 -2.942 -1.062 -1.32
C 1.710 -2.913 -1.554 1.05
C 1.933 -3.283 -2.876 -0.16
C 0.893 -3.717 -3.679 -1.79
C -0.392 -3.787 -3.166 -0.22
C -0.663 -3.410 -1.855 1.26
C -2.067 -3.581 -1.305 0.51
C -3.124 -2.869 -2.147 -1.52
C -2.401 -5.071 -1.171 -1.58
C 2.872 -2.558 -0.648 0.86
C 3.310 -1.113 -0.869 -1.03
C 4.060 -3.506 -0.828 -1.92
H 2.641 2.113 4.783 0.52
H 1.585 0.868 4.123 0.15
H 0.884 2.261 4.943 0.34
H 2.152 3.659 3.111 0.69
H 2.033 0.985 1.662 -0.24
H 3.491 1.772 2.266 0.59
H 2.559 2.519 0.962 -0.14
H 0.738 5.136 2.457 0.40
H -1.511 5.874 1.755 0.37
H -3.277 4.206 1.351 0.38
H -2.747 0.524 1.703 -0.28
H -4.689 2.630 2.759 0.35
H -3.682 1.591 3.777 0.39
H -4.942 0.880 2.751 0.45
H -4.274 2.663 0.151 0.26
H -4.726 0.965 0.267 0.48
H -3.216 1.419 -0.517 0.18
H -1.116 -1.460 5.867 0.55
H -0.706 -3.947 5.774 0.45
H -0.075 -4.981 3.559 0.57
H 2.941 -3.266 -3.272 0.33
H 1.088 -4.021 -4.701 0.36
H -1.194 -4.171 -3.786 0.31
H -2.091 -3.136 -0.311 -0.04
H -3.160 -3.262 -3.166 0.31
H -2.937 -1.794 -2.204 0.26
H -4.112 -3.014 -1.705 0.46
H -2.415 -5.550 -2.154 0.33
H -3.387 -5.202 -0.720 0.44
H -1.662 -5.579 -0.553 0.37
H 2.520 -2.655 0.380 0.00
H 3.548 -0.962 -1.927 0.26
H 4.201 -0.875 -0.283 0.51
H 2.526 -0.407 -0.596 -0.06
H 4.602 -3.298 -1.754 0.37
H 3.740 -4.548 -0.847 0.40
H 4.764 -3.379 -0.004 0.45
O 0.014 0.840 -0.395 0.37
S -0.382 1.970 -1.304 0.47
C 1.033 3.036 -1.476 0.02
C 0.926 4.310 -0.943 -0.47
C 2.036 5.147 -0.962 -0.58
C 3.228 4.698 -1.504 -0.58
C 3.318 3.423 -2.057 -0.57
C 2.216 2.589 -2.054 -0.33
C -0.412 1.387 -2.996 -0.32
C -0.668 2.328 -3.988 -0.61
C -0.701 1.925 -5.309 -0.74
C -0.477 0.591 -5.630 -0.68
C -0.232 -0.336 -4.632 -0.44
C -0.205 0.055 -3.295 0.17
H -0.009 4.634 -0.509 0.49
H 1.967 6.142 -0.542 0.46
H 4.096 5.345 -1.505 0.39
H 4.248 3.085 -2.496 0.43
H 2.263 1.604 -2.496 0.36
H -0.832 3.367 -3.728 0.46
H -0.894 2.650 -6.088 0.39
H -0.490 0.277 -6.666 0.42
H -0.052 -1.370 -4.881 0.43
H 0.000 -0.661 -2.508 0.37
```

=====

> Among the records above, which one has the highest largest force on an atom?

C3H10NO2

=====

> Look up the HOMO of the second one.

-0.30609 hartree

=====

> Among the records above, which one has the lowest largest force on an atom?

C43H47N3O3PdS